[1]
This record from the Open Molecules 2025 dataset describes a molecular structure, C4H11N4O. The level of theory is ωB97M-V/def2-TZVPD.

The total charge is +1.

Element x y z (Å)
C -2.679 0.902 -0.148
C 3.385 -0.508 0.123
C -1.235 1.131 0.177
C -0.480 0.017 -0.603
N -1.497 -2.009 -0.561
N -0.493 -1.352 -0.270
N 1.985 -0.570 -0.045
N 1.295 0.428 -0.361
O 1.729 1.523 -0.535
H -3.072 -0.030 0.174
H -3.258 1.574 0.427
H -2.796 0.847 -1.127
H 4.042 -0.832 -0.689
H 3.543 0.440 0.518
H 3.611 -1.138 0.866
H -0.961 2.075 -0.081
H -0.906 0.965 1.166
H -0.478 0.383 -1.575
H -1.303 -2.932 -0.264
H 1.347 -1.528 -0.049

***

[2]
This record from the Open Molecules 2025 dataset describes a single C2H6BrNO2S2 molecule. The level of theory is ωB97M-V/def2-TZVPD.

The SMILES is CCS(=O)(=O)NSBr.

Element x y z (Å)
C -1.035 -0.405 0.176
C 0.323 -0.208 -0.453
S 1.509 0.123 0.938
O 0.984 1.222 1.725
O 1.815 -1.103 1.612
N 2.902 0.517 0.178
S 4.206 -0.982 0.111
Br 3.303 -2.022 -1.420
H -0.994 0.314 0.901
H -1.734 -0.161 -0.481
H -0.998 -1.491 0.630
H 0.321 0.776 -1.007
H 0.567 -1.121 -0.851
H 3.210 1.383 -0.193

***

[3]
This record from the Open Molecules 2025 dataset describes a single C10H14NOP molecule. The level of theory is ωB97M-V/def2-TZVPD.

The SMILES is CC(C)[P@@]1(=O)NCc2ccccc21.

Element x y z (Å)
C -1.638 1.850 0.244
C -1.587 0.433 -0.274
C -2.945 -0.225 -0.375
P -0.550 -0.699 1.087
O -1.199 -0.780 2.395
N -0.266 -2.162 0.312
C 0.998 -2.209 -0.400
C 1.802 -0.996 -0.013
C 3.088 -0.725 -0.444
C 3.714 0.435 -0.014
C 3.069 1.307 0.849
C 1.783 1.036 1.289
C 1.157 -0.118 0.852
H -2.187 2.488 -0.451
H -2.139 1.876 1.210
H -0.633 2.258 0.362
H -1.037 0.365 -1.214
H -3.423 -0.233 0.604
H -2.845 -1.254 -0.715
H -3.588 0.312 -1.071
H -0.552 -2.991 0.809
H 0.818 -2.200 -1.484
H 1.555 -3.123 -0.166
H 3.594 -1.406 -1.113
H 4.714 0.657 -0.355
H 3.572 2.209 1.172
H 1.277 1.708 1.965

***

[4]
This record from the Open Molecules 2025 dataset describes a molecular structure, C12H14Cl3NZn. The level of theory is ωB97M-V/def2-TZVPD.

Element x y z (Å)
C 2.307 -2.108 -2.993
N 0.842 -2.193 -3.002
C 0.079 -2.130 -4.258
C 0.203 -2.332 -1.860
Cl -1.467 -2.435 -1.720
H 2.619 -1.989 -4.022
H 2.642 -1.248 -2.396
H 2.748 -3.021 -2.570
H 0.817 -2.007 -5.047
H -0.492 -3.061 -4.401
H -0.614 -1.274 -4.235
H 0.718 -2.432 -0.905
Cl -0.995 -1.311 5.808
Zn -0.229 0.481 4.975
Cl 1.692 1.363 5.003
C -1.177 0.327 2.853
C -0.103 -0.595 2.460
C 0.472 -0.086 1.298
C -0.089 1.237 1.010
C -1.042 1.539 2.040
C -1.757 2.755 2.054
C -1.547 3.648 0.993
C -0.639 3.332 -0.059
C 0.081 2.128 -0.063
H -2.165 0.023 3.248
H 0.135 -1.509 3.007
H 1.220 -0.551 0.666
H -2.453 2.967 2.888
H -2.090 4.600 0.970
H -0.500 4.038 -0.882
H 0.783 1.846 -0.861

***

no.,strongest force on any atom (eV/A),energy (eV)
1,4.844,-12321.611
2,5.898,-99466.604
3,3.152,-23424.983
4,2.765,-100145.271